Record 1
This record from the Open Molecules 2025 dataset describes a 3-piece molecular cluster, C29H34N2O6 overall. The level of theory is wB97M-V/def2-TZVPD.

**DFT total energy**: -1685.91257 Eh
**Energy relative to the best compared isomer or geometry (same formula, charge and spin)**: 1387.5 kJ/mol
**Maximum force**: 6.884 eV/Å
**E_HOMO**: -8.4 eV
**SMILES string**: C#Cc1c(C)c(C)cc2c1C(=O)C(c1ccccn1)=C(NCC)C2=O.CCOC(C)=O.CCOC(C)=O
**M**: 506.60 g/mol

The geometry in XYZ format:
```
71
Properties=species:S:1:pos:R:3:forces:R:3:lowdin_charge:R:1
C 3.1672 -0.7803 -1.5503 2.30 0.12 1.14 -0.028
C 0.6565 2.2570 4.3375 -0.01 0.22 0.02 -0.063
C 5.6998 -0.7494 0.3114 -1.91 -0.01 -1.78 -0.110
H 0.9935 3.4440 7.4452 -0.01 -0.09 0.00 0.096
H -5.5859 2.6488 -5.1105 -0.04 -0.01 0.08 0.100
H -3.2956 -1.7878 2.3436 0.74 1.44 -1.57 0.103
O -4.2204 2.1569 -2.6742 -0.79 -0.53 -0.36 0.075
H 7.6523 -2.0195 -2.0500 -0.36 1.81 0.14 0.091
H 1.5319 2.5493 3.7512 -0.10 -0.16 0.00 0.086
H -6.6395 0.4145 -5.6023 -0.12 -0.03 0.05 0.068
C -3.5265 1.0751 0.0179 3.41 -3.85 1.94 -0.020
H -0.1432 -3.3495 -1.5413 -0.16 0.35 -1.71 0.077
O 2.0759 -0.8751 -3.8113 -0.59 0.42 5.29 -0.001
O -5.6101 0.4729 -3.0698 0.20 -0.07 0.52 -0.001
H -1.6468 1.4511 -1.3433 -0.68 -1.34 1.49 0.109
C -5.2325 1.7579 -3.2101 0.60 0.29 -0.07 -0.512
H -0.4488 -0.2104 -3.8019 0.22 -0.68 0.79 0.116
C 2.0921 1.6414 7.1719 0.54 0.24 0.31 -0.527
H -2.3124 -2.2363 -2.7789 1.80 0.57 -0.30 0.113
H 1.1704 0.1822 4.3836 0.19 0.10 0.18 0.101
C 4.1850 -0.5459 2.5714 -0.70 -3.68 4.32 -0.060
H -7.6874 0.6449 -3.2704 0.11 0.05 -0.07 0.114
C -2.9150 -1.0510 1.5261 -0.70 0.41 -0.02 -0.139
C -1.2355 -2.0772 -3.1745 -0.09 -1.26 -1.19 -0.242
H -7.7840 -0.8960 -5.2633 0.07 0.02 0.04 0.083
C 7.0543 -0.7454 1.2174 -0.57 -0.03 -0.82 -0.076
H 0.7705 2.2224 8.7223 0.22 0.18 -0.14 0.092
O 2.1001 1.1266 5.9278 0.41 -0.43 0.25 -0.018
H 0.0793 0.6323 5.6785 0.07 0.12 0.08 0.115
C -2.0882 0.7905 -0.5160 -2.03 -1.21 2.30 0.002
C 5.8521 -0.8529 -1.2475 -2.78 -0.12 0.18 -0.142
C 1.9146 -0.7822 -2.5412 0.12 -0.16 -2.33 -0.213
H -0.1926 2.1254 3.6627 0.09 -0.04 0.02 0.082
C 0.8703 2.3781 7.6452 -0.54 -0.30 0.38 0.003
H -7.0840 2.3915 -4.1791 0.06 -0.13 -0.18 0.070
H 7.9985 -0.2372 -1.3990 -0.77 -1.30 -1.15 0.069
C 4.5915 -0.8941 -2.2123 -0.67 0.49 4.49 0.051
C -1.2768 -0.3687 0.0722 0.80 0.44 -0.64 -0.188
C -0.3026 -3.2912 -2.6749 -0.48 -0.97 -0.78 -0.118
O 1.1314 -0.2730 1.7543 1.85 -0.80 -5.01 0.017
C 4.0940 -0.9647 3.8284 0.70 1.72 -6.63 0.096
H 7.5859 -1.7686 1.1654 -1.02 1.52 0.02 0.092
C 0.4050 -0.6751 -1.9424 0.95 0.70 1.49 -0.139
H 7.1144 -0.4932 -3.0540 0.56 -0.84 1.77 0.082
H -0.0575 2.0252 7.1996 0.04 0.16 -0.18 0.068
H -5.9944 3.6702 -3.7096 0.24 -0.15 -0.15 0.095
N -1.5912 -1.3538 1.0638 -4.03 5.02 -2.04 0.079
H -6.0314 -1.1648 -5.1385 -0.13 0.01 0.10 0.085
C 0.2317 -0.5294 -0.5305 -0.43 -0.06 -1.82 0.006
C -6.0304 2.6555 -4.1136 -0.53 0.41 0.25 0.010
H 4.7033 -0.9875 -3.3628 -0.28 0.21 2.34 0.117
O 3.0846 1.5754 7.8654 -0.63 -0.16 -0.75 0.087
H 0.7008 -3.3478 -3.2639 -1.68 0.38 1.24 0.086
C 7.2987 -0.9267 -1.9965 -1.71 0.58 0.76 -0.084
C 1.4577 -0.4772 0.5364 -1.16 0.49 2.51 -0.198
C 4.2587 -0.6398 0.9502 0.25 0.19 -1.07 -0.054
N -0.6879 -0.7042 -2.9308 1.29 -0.61 1.54 -0.027
H -7.0586 -0.9437 -2.8897 0.25 0.19 0.07 0.125
H -1.3166 -2.1899 -4.3325 0.08 0.16 1.99 0.122
H 4.0756 -1.4166 4.8926 0.00 1.44 -2.40 0.074
C 0.9377 0.9776 5.0966 -0.15 0.14 -0.27 -0.229
H 6.8285 -0.5104 2.3163 0.24 -0.25 -1.78 0.069
H -4.1663 1.9431 -0.3567 1.10 -1.61 0.66 0.087
C -3.9061 0.0579 1.1403 2.64 0.53 -2.04 -0.060
H 7.7963 0.0215 0.7617 -1.35 -1.17 0.93 0.079
C 2.9713 -0.6286 0.0260 2.32 -0.36 -1.69 0.016
C -6.8772 -0.0527 -3.4965 -0.06 -0.05 -0.26 -0.228
H -0.8641 -4.2713 -2.9664 0.89 1.68 0.53 0.082
H -4.9228 0.1399 1.6697 1.87 -0.33 -0.87 0.087
H 0.4362 3.0869 5.0134 -0.08 -0.08 -0.01 0.065
C -6.8358 -0.4463 -4.9592 0.11 0.07 -0.18 -0.066
```
Forces are in eV/Å.

---

Record 2
This record from the Open Molecules 2025 dataset describes an isolated molecule of C29H34N2O7. The level of theory is wB97M-V/def2-TZVPD.

**DFT total energy**: -1761.65330 Eh
**Energy relative to the best compared isomer or geometry (same formula, charge and spin)**: 0.0 kJ/mol
**Maximum force**: 0.879 eV/Å
**E_HOMO**: -7.9 eV
**SMILES string**: COc1ccc([C@@H]2/C(=C(/O)c3ccc4c(c3)C[C@H](C)O4)C(=O)C(=O)N2CCCN2CCOCC2)cc1OC
**M**: 522.60 g/mol

The geometry in XYZ format:
```
72
Properties=species:S:1:pos:R:3:forces:R:3:nbo_charge:R:1
O 2.3858 -2.3850 -1.3707 -0.22 0.23 -0.24 -0.503
C 1.5585 -1.4156 -0.8959 0.02 0.12 -0.25 0.323
H 1.5941 3.4874 -0.5452 0.02 -0.06 -0.08 0.204
H -0.0288 0.1658 -4.2599 0.03 0.02 0.02 0.173
C 0.7824 5.4975 -0.6259 0.16 -0.29 -0.02 -0.089
C -0.9617 -3.5121 -2.7576 0.10 0.05 -0.03 -0.470
O -3.8330 -1.0924 1.4468 -0.13 0.03 -0.08 -0.634
C -1.0774 4.4337 1.1863 -0.04 0.42 -0.02 -0.258
C -2.3265 0.8542 2.8142 -0.41 -0.71 -0.31 0.461
C 0.2923 -0.2614 0.8030 0.22 0.14 -0.16 -0.057
H 0.2047 -1.0130 2.8052 -0.01 0.11 -0.06 0.198
H -2.4315 -1.5416 -1.1617 -0.06 0.13 -0.08 0.225
C -0.2520 -0.2060 2.2125 -0.09 -0.42 -0.28 -0.006
C -0.8933 5.9331 0.9298 -0.18 -0.25 0.15 -0.089
C 0.2297 0.5165 -1.4669 0.03 -0.04 -0.18 -0.289
H 2.9320 2.6345 2.4437 0.07 -0.05 0.00 0.206
H 3.5825 -3.9503 -1.0519 -0.03 0.01 0.09 0.202
C 0.6367 3.9873 -0.3885 0.02 0.26 -0.03 -0.247
N 0.1388 3.6728 0.9418 -0.17 0.05 0.05 -0.464
C -1.2076 -3.2937 -1.2960 0.14 -0.29 0.07 -0.007
H 1.0442 5.7009 -1.6661 0.08 -0.03 0.06 0.192
C 1.1706 -1.2723 0.4245 0.10 0.06 -0.07 -0.260
H -1.8419 4.0534 0.4997 -0.08 0.06 0.03 0.191
H 1.9170 1.9096 1.1883 0.12 0.02 -0.04 0.217
H -0.2072 -6.8668 -3.3712 0.03 -0.11 -0.04 0.220
O -1.1963 2.7099 3.9627 -0.18 0.08 0.03 -0.607
H -4.1012 -0.2787 1.9515 0.21 -0.09 -0.04 0.522
C -1.8916 -2.3225 0.7678 -0.30 -0.11 0.02 -0.144
H 3.5507 -2.7900 0.2987 -0.03 0.00 -0.02 0.174
C 1.0608 0.1517 -4.1474 -0.07 0.13 -0.14 -0.251
H 1.9276 0.6539 3.3670 -0.08 0.02 0.05 0.200
H 1.8796 4.5621 1.7789 -0.07 0.02 0.06 0.172
H -1.8432 6.4618 1.0176 0.05 -0.01 0.09 0.196
C 1.1491 3.7662 1.9842 0.27 -0.16 -0.04 -0.239
H 1.2070 2.0829 4.1530 0.05 -0.12 -0.04 0.225
H 1.5123 -0.2122 -5.0690 -0.05 0.07 0.03 0.202
H -0.1790 6.3536 1.6549 -0.06 0.01 -0.02 0.158
C -0.8049 -5.9644 -3.4687 0.28 0.20 0.33 -0.622
C 1.9016 2.4344 2.1440 -0.13 0.14 0.21 -0.402
O -3.5229 1.1128 2.8985 0.19 0.23 0.09 -0.575
C -0.1633 0.6365 -0.1430 0.09 -0.19 0.16 -0.227
C -0.5518 -4.3356 0.7915 0.16 -0.22 -0.22 -0.283
H -1.4126 4.2647 2.2091 -0.04 -0.01 -0.03 0.235
H -0.0462 -5.1242 1.3257 0.06 -0.10 0.07 0.228
C -0.1144 -4.8048 -2.7616 -0.10 -0.07 -0.79 0.103
H 1.5246 -1.9655 1.1708 0.04 -0.13 0.07 0.215
C -1.1588 1.6889 3.3079 0.22 0.40 0.34 0.594
H -0.4117 -2.6758 -3.1901 0.01 0.03 -0.05 0.236
C -2.5164 -1.2072 1.5058 0.34 0.28 0.32 0.495
H -1.8908 -3.6415 -3.3149 0.01 -0.01 -0.04 0.220
C -0.5370 -4.2962 -0.5918 -0.35 0.54 0.14 0.302
H -0.8196 1.4383 0.1539 -0.09 0.13 0.02 0.239
H -1.2344 -3.3181 2.5400 0.01 0.02 0.14 0.221
C -1.9083 -2.3195 -0.6284 0.04 -0.14 0.15 -0.171
H -1.7807 -6.1446 -3.0224 -0.12 -0.01 0.02 0.211
H 1.5704 5.9112 0.0238 -0.04 -0.01 -0.08 0.157
H 1.4166 1.1674 -3.9475 -0.03 -0.03 0.01 0.178
C 1.2849 1.5266 3.2132 0.34 0.26 -0.05 -0.217
O 1.4686 -0.7473 -3.1457 0.09 -0.18 0.34 -0.492
C -1.2202 -3.3234 1.4606 -0.17 0.15 -0.07 -0.165
O 0.1166 -5.1651 -1.3880 0.14 -0.23 0.38 -0.484
H -0.1429 1.2249 -2.1885 -0.02 0.06 -0.13 0.222
H 0.6529 4.0062 2.9253 0.03 0.08 -0.01 0.224
H -0.0865 3.5952 -1.1099 0.06 -0.02 -0.11 0.192
N -0.0381 1.0577 2.8905 -0.21 -0.16 -0.02 -0.414
C -1.7544 -0.3047 2.1863 -0.32 0.03 0.22 -0.305
H 2.1734 -3.8994 0.0334 0.02 0.03 0.00 0.182
H -0.9299 -5.7346 -4.5234 -0.03 0.02 -0.12 0.214
O -0.4330 6.1725 -0.3870 -0.07 0.01 -0.10 -0.531
H 0.8723 -4.6320 -3.2064 -0.15 0.02 0.10 0.191
C 2.9441 -3.2984 -0.4580 0.09 -0.16 0.19 -0.252
C 1.0683 -0.5102 -1.8631 0.17 -0.24 0.02 0.237
```
Forces are in eV/Å.